No. 1
Density functional theory data (ωB97M-V with the def2-TZVPD basis set) for C21H33BN9O4SeSiSn as an isolated structure.

Structure (XYZ):
```
71
C21H33BN9O4SeSiSn, DFT ωB97M-V with the def2-TZVPD basis set
Sn -0.5116 0.7217 -0.6516
C -3.5308 1.4839 -3.9762
C -3.1016 0.8504 -2.8106
N -1.9180 1.3328 -2.4336
N -1.5660 2.2721 -3.3342
C -2.5187 2.3797 -4.2722
B -0.2481 3.0747 -3.2039
N 0.9394 2.0917 -3.2534
C 1.9225 2.0199 -4.1636
C 2.7537 0.9655 -3.8295
C 2.1878 0.4309 -2.6725
N 1.1000 1.1204 -2.3320
N -0.2682 3.7800 -1.8314
C -0.2648 5.0962 -1.5715
C -0.4210 5.2753 -0.2090
C -0.5177 3.9804 0.3007
N -0.4207 3.0880 -0.6836
H -4.4430 1.3202 -4.5252
H -3.5877 0.0845 -2.2242
H -2.4199 3.0785 -5.0880
H -0.1609 3.8739 -4.0886
H 1.9717 2.7116 -4.9891
H 3.6372 0.6388 -4.3515
H 2.5140 -0.4096 -2.0766
H -0.1546 5.8202 -2.3637
H -0.4573 6.2077 0.3279
H -0.6664 3.6486 1.3171
O -2.0103 -3.3200 -3.0058
C -1.6665 -2.3856 -2.1227
O -0.8984 -1.4851 -2.3693
C -2.3190 -2.5910 -0.7847
C -2.9017 -3.8002 -0.4299
C -3.4452 -3.9078 0.8386
C -3.3381 -2.8391 1.7103
C -2.6942 -1.6865 1.2753
N -2.2372 -1.5571 0.0390
C -2.4065 -0.5085 2.1771
O -2.4773 -0.7184 3.5040
O -2.1072 0.5848 1.7712
H -1.5426 -3.1530 -3.8359
H -2.9202 -4.6260 -1.1260
H -3.9309 -4.8230 1.1497
H -3.7587 -2.9168 2.7047
H -2.5143 -1.6613 3.7061
C 1.8406 -3.3555 -0.1244
Si 2.4835 -2.7181 1.5178
C 3.4317 -4.0386 2.4405
C 3.5899 -1.2226 1.2289
Se 0.6682 -2.1225 2.7620
H 2.6520 -3.7835 -0.7250
H 1.3714 -2.5504 -0.6960
H 1.0950 -4.1371 0.0431
H 4.3284 -4.3378 1.8847
H 2.8066 -4.9231 2.5852
H 3.7364 -3.6782 3.4246
H 4.5464 -1.5500 0.8029
H 3.8067 -0.7029 2.1648
H 3.1397 -0.5119 0.5291
N 0.5466 0.2982 4.7285
C 1.4422 1.3683 4.2055
C 0.9374 1.9037 2.8615
N 1.3334 1.1417 1.6796
H 0.7592 0.0518 5.6916
H 0.6635 -0.5962 4.1242
H -0.4364 0.5564 4.6572
H 2.4293 0.9247 4.0907
H 1.5003 2.1693 4.9409
H 1.2926 2.9274 2.7577
H -0.1571 1.9324 2.8887
H 1.1920 0.1373 1.8447
H 2.3191 1.2740 1.4796
```

charge = +1
largest force on an atom = 0.7 eV Å⁻¹
highest occupied orbital energy = -9.70 eV
ΔE to the lowest compared entry with this formula, charge and spin = 0.356 eV
gap between HOMO and LUMO = 0.2537 hartree

=====

No. 2
Density functional theory data (ωB97M-V with the def2-TZVPD basis set) for C21H33Br2N3OPdSSi as an isolated structure in a non-equilibrium geometry.

Structure (XYZ):
```
63
C21H33Br2N3OPdSSi, DFT ωB97M-V with the def2-TZVPD basis set
Pd 0.6467 0.8457 -0.7243
N 0.7904 0.7214 1.5776
C 1.9394 1.1204 2.3140
C 1.7724 1.8034 3.5051
C 2.8669 2.0826 4.3056
C 4.1439 1.6678 3.9271
C 4.3184 1.0165 2.7306
C 3.2290 0.7597 1.8744
C 3.5007 0.2558 0.5359
C 4.5476 -0.6529 0.2969
C 4.9970 -0.8586 -0.9845
C 4.4473 -0.1338 -2.0794
C 3.4218 0.7481 -1.8711
C 2.8378 0.8274 -0.5924
H -0.0828 1.0256 1.9910
H 0.7471 -0.2767 1.4200
H 0.7733 2.0863 3.8239
H 2.7238 2.6069 5.2418
H 4.9967 1.8816 4.5582
H 5.3193 0.7592 2.4055
H 5.0296 -1.1479 1.1325
H 5.8213 -1.5417 -1.1572
H 4.8336 -0.2857 -3.0809
H 3.0174 1.2929 -2.7110
Br 0.1332 1.1660 -3.4265
C 0.6018 3.0232 -3.1840
Br 0.5408 3.4758 -1.3073
H -0.1148 3.6333 -3.7122
H 1.6103 3.1719 -3.5373
C -4.0030 -1.3396 0.7263
N -4.2998 -0.3069 -0.2701
C -5.4384 -0.6382 -1.1448
C -3.4789 0.7324 -0.4831
S -1.8596 0.6711 0.1475
N -3.9286 1.8187 -1.1349
C -5.3039 2.3330 -1.0119
C -3.0045 2.7869 -1.7111
H -4.9264 -1.8760 0.9296
H -3.6436 -0.8988 1.6480
H -3.2565 -2.0414 0.3535
H -5.3883 -1.7052 -1.3590
H -5.3672 -0.1068 -2.0861
H -6.3986 -0.4302 -0.6739
H -5.8327 1.8343 -0.2113
H -5.8654 2.2415 -1.9406
H -5.2371 3.3902 -0.7551
H -2.1401 2.2798 -2.1194
H -2.6788 3.5129 -0.9644
H -3.5241 3.3090 -2.5138
C -0.0992 -2.8358 1.7316
Si 0.3994 -2.8089 -0.0471
C -0.7009 -3.8914 -1.1126
C 2.1331 -3.6169 -0.2308
O 0.5515 -1.3264 -0.7018
H -0.5073 -3.8212 1.9809
H -0.8783 -2.0889 1.9345
H 0.7425 -2.6548 2.4116
H -0.8610 -4.8251 -0.5634
H -0.2274 -4.0952 -2.0758
H -1.6548 -3.3774 -1.2741
H 2.0041 -4.6249 0.1792
H 2.8470 -3.0309 0.3555
H 2.4171 -3.6429 -1.2851
```

2S+1 = 5
charge = +2
largest force on an atom = 1.5 eV Å⁻¹
highest occupied orbital energy (alpha / beta) = -13.61 / -13.86 eV
ΔE to the lowest compared entry with this formula, charge and spin = 0.546 eV
gap between HOMO and LUMO (alpha / beta) = 0.3015 / 0.1857 hartree

=====

No. 3
Density functional theory data (ωB97M-V with the def2-TZVPD basis set) for a 9-piece molecular cluster, C21H33Cl16F9NO3S overall in a non-equilibrium geometry.

Structure (XYZ):
```
84
C21H33Cl16F9NO3S, DFT ωB97M-V with the def2-TZVPD basis set
C 0.1291 -1.5859 2.1596
C 0.2658 -0.9320 0.6752
C 0.0360 -2.2086 -0.3024
C -0.9636 0.0740 0.4888
C -0.6411 1.5115 -0.1042
C -0.4153 2.6895 0.9379
F -0.9252 3.9429 0.4825
F 0.9592 2.9793 1.1779
C -1.0150 2.5132 2.3946
F -0.2415 1.6567 3.2305
F -2.3693 2.1613 2.4567
S -1.9581 1.9098 -1.3977
O -1.5800 3.1264 -2.2179
O -2.1011 0.8008 -2.4229
C -3.6550 2.2262 -0.7320
F -4.3973 2.7172 -1.8389
F -3.7363 3.2869 0.2019
C -4.4916 0.9507 -0.2487
F -5.7963 1.4399 0.0165
F -4.6526 -0.0287 -1.2086
F -4.0582 0.3834 0.9369
C 0.7063 1.4843 -1.0273
C 1.8864 0.5569 -0.5148
C 2.3245 -0.3719 -1.7794
C 3.2248 1.4457 -0.2931
N 1.6217 -0.3462 0.6138
O 1.8752 0.1734 1.7925
H 1.0593 -2.1689 2.4563
H -0.2250 -0.8459 2.9361
H -0.7044 -2.3738 2.0737
H -0.2206 -1.8144 -1.3515
H -0.8446 -2.8437 0.0121
H 1.0230 -2.7606 -0.3678
H -1.6675 -0.4431 -0.2598
H -1.5509 0.0580 1.4644
H -0.9289 3.5378 2.9002
H 1.0771 2.5438 -1.2562
H 0.3859 1.0860 -2.0569
H 2.8106 0.3292 -2.5479
H 3.0514 -1.1891 -1.4805
H 1.4035 -0.7933 -2.3051
H 3.2452 1.9810 0.6997
H 4.0748 0.6745 -0.2571
H 3.4464 2.1017 -1.1934
C 0.9612 -3.0470 -4.9235
Cl 0.2674 -1.5118 -4.3873
Cl 2.2124 -3.6086 -3.8074
H 0.1710 -3.7947 -4.9726
H 1.4023 -2.9100 -5.9089
C -0.0785 -6.6408 -2.7153
Cl -0.4789 -5.9740 -4.3028
Cl -0.6087 -5.5659 -1.4172
H -0.5735 -7.6031 -2.6020
H 1.0000 -6.7696 -2.6491
C 5.9327 -1.8707 1.4858
Cl 6.3286 -1.6391 -0.2218
Cl 4.2570 -1.4212 1.8184
H 6.0760 -2.9190 1.7422
H 6.5921 -1.2498 2.0890
C 8.2999 -4.3208 -1.9039
Cl 6.7469 -4.8816 -1.2713
Cl 8.0797 -3.3090 -3.3379
H 8.8060 -3.7353 -1.1310
H 8.9055 -5.1844 -2.1704
C -6.8552 4.5594 1.1599
Cl -7.9095 5.5138 0.1097
Cl -6.9786 5.0887 2.8426
H -7.1469 3.5131 1.0963
H -5.8260 4.6763 0.8271
C -11.6268 5.4326 0.6024
Cl -12.0984 5.2479 2.2961
Cl -12.3461 4.1698 -0.4041
H -11.9643 6.4037 0.2457
H -10.5432 5.3676 0.5291
C 11.6964 -3.7536 -0.0834
Cl 11.5205 -5.3444 -0.8340
Cl 10.1221 -3.0472 0.3069
H 12.2723 -3.8585 0.8337
H 12.2177 -3.0933 -0.7734
C -4.9867 3.5532 5.7332
Cl -3.6333 3.1666 4.6638
Cl -4.6426 3.0785 7.4010
H -5.1667 4.6258 5.7012
H -5.8708 3.0203 5.3894
```

2S+1 = 2
charge = 0
largest force on an atom = 7.8 eV Å⁻¹
highest occupied orbital energy (alpha / beta) = -9.18 / -9.91 eV
ΔE to the lowest compared entry with this formula, charge and spin = 0.401 eV
gap between HOMO and LUMO (alpha / beta) = 0.3416 / 0.3495 hartree

=====

No. 4
Density functional theory data (ωB97M-V with the def2-TZVPD basis set) for C21H33CrF5O27P3 as an isolated structure in a non-equilibrium geometry.

Structure (XYZ):
```
90
C21H33CrF5O27P3, DFT ωB97M-V with the def2-TZVPD basis set
Cr -0.1295 0.4243 2.0273
P -0.5050 0.5931 -0.2369
O 0.6771 1.3418 0.5038
O -0.6472 0.7599 -1.7424
O -1.6190 1.0418 0.7397
O -0.3089 -0.8677 0.3889
C -2.9225 -1.5364 -1.1719
C -3.3863 -0.3647 -2.0257
O -4.7816 -0.5998 -2.1260
C -5.0734 -1.8719 -1.7933
O -6.1643 -2.3423 -1.8979
O -3.9729 -2.4880 -1.3610
F -2.9294 -0.4357 -3.3352
H -2.7800 -1.3792 -0.1058
H -1.9745 -1.9035 -1.5621
H -3.2252 0.6534 -1.6887
C 1.4226 -2.2377 -2.5342
C 0.5648 -1.9191 -3.7059
O -0.2891 -3.0490 -3.7550
C 0.2324 -4.0516 -3.0115
O -0.2378 -5.1463 -2.9410
O 1.3330 -3.6411 -2.3853
F 1.3107 -1.8499 -4.8711
H 1.0784 -1.7549 -1.6144
H 2.4242 -1.8060 -2.5861
H -0.0048 -0.9924 -3.6630
C 0.5330 1.9736 -5.2202
C -0.6471 2.4328 -4.3974
O -1.6083 2.6922 -5.3773
C -0.9803 2.9364 -6.5794
O -1.5188 3.4407 -7.4966
O 0.2925 2.5350 -6.4974
F -0.3074 3.6225 -3.7775
H 0.4956 0.8762 -5.2825
H 1.5578 2.1622 -4.9116
H -0.9313 1.6987 -3.6477
C -1.4553 4.1744 -0.5552
C -0.2673 4.4864 0.3292
O -0.8438 5.2283 1.3840
C -2.0250 5.7393 0.9788
O -2.6769 6.5501 1.5522
O -2.3787 5.2386 -0.2331
F 0.6041 5.3074 -0.3391
H -1.9519 3.2349 -0.3157
H -1.1963 4.2195 -1.6091
H 0.2270 3.5914 0.7042
C 1.8932 2.7288 -1.9005
C 3.0857 2.0629 -1.2784
O 3.9232 3.1189 -0.8906
C 3.4798 4.2705 -1.4712
O 3.9854 5.3331 -1.3474
O 2.4479 3.9845 -2.2949
F 3.7880 1.3763 -2.2866
H 1.1675 2.8967 -1.1124
H 1.4709 2.0828 -2.6567
H 2.8572 1.3547 -0.4898
C 0.1811 -2.4356 5.5781
O -1.0335 -2.7371 4.8970
P -2.0008 -1.6735 4.2504
O -1.3754 -0.5794 3.4804
O -3.0241 -2.5678 3.4517
C -2.5949 -3.2787 2.2805
O -2.8989 -1.1714 5.4644
C -3.7530 -0.0271 5.2515
H 0.4114 -1.3753 5.4912
H 0.9826 -3.0120 5.1216
H 0.1309 -2.7574 6.6171
H -1.9105 -2.6616 1.6906
H -3.4582 -3.5180 1.6646
H -2.1085 -4.2095 2.5742
H -4.8166 -0.2491 5.2066
H -3.4155 0.5582 4.3987
H -3.5998 0.5620 6.1592
C 1.6013 -3.2522 1.1873
O 2.2783 -3.0695 2.4365
P 2.6026 -1.6083 2.9847
O 1.4556 -0.6990 2.9544
O 3.9063 -1.1785 2.1716
C 3.7897 -0.6221 0.8645
O 3.2116 -1.9455 4.3927
C 4.4130 -2.6631 4.6803
H 2.3333 -3.5566 0.4224
H 1.1728 -2.3189 0.8221
H 0.9002 -4.0830 1.1832
H 4.3955 -1.1865 0.1531
H 4.1538 0.4049 0.8963
H 2.7862 -0.6091 0.4315
H 5.0300 -2.8012 3.7939
H 4.1310 -3.5791 5.1886
H 5.0102 -2.0260 5.3338
```

2S+1 = 5
charge = -1
largest force on an atom = 2.4 eV Å⁻¹
highest occupied orbital energy (alpha / beta) = -4.87 / -6.40 eV
ΔE to the lowest compared entry with this formula, charge and spin = 0.000 eV
gap between HOMO and LUMO (alpha / beta) = 0.2391 / 0.2944 hartree

=====

No. 5
Density functional theory data (ωB97M-V with the def2-TZVPD basis set) for a 7-piece molecular cluster, C21H33F3O21 overall in a non-equilibrium geometry.

Structure (XYZ):
```
78
C21H33F3O21, DFT ωB97M-V with the def2-TZVPD basis set
O 1.4347 6.1772 3.2242
C 2.1578 5.7589 2.4007
O 3.0829 6.4665 1.6831
C 3.3580 5.7147 0.5155
C 3.1984 4.2888 1.0536
F 4.3075 3.9389 1.7513
O 2.1218 4.4640 1.9251
H 2.7442 5.9618 -0.3524
H 4.3884 5.8487 0.1723
H 2.9773 3.6106 0.2332
O -2.9219 -3.0769 6.6712
C -1.9664 -2.5686 6.2051
O -1.2381 -1.5693 6.7120
C -0.1888 -1.2112 5.8082
C -0.2355 -2.3099 4.7445
F 0.8149 -3.1824 4.9554
O -1.4527 -2.9358 4.9777
H -0.3312 -0.2013 5.4276
H 0.7360 -1.2041 6.3818
H -0.1965 -1.9891 3.7113
O -1.8108 3.2512 2.3169
C -2.0586 3.6010 1.2107
O -1.6320 4.7077 0.5940
C -2.2627 4.7889 -0.7051
C -2.7662 3.3706 -0.9061
F -1.8330 2.5958 -1.5394
O -2.9230 2.9116 0.3949
H -3.1096 5.4673 -0.5910
H -1.5430 5.1651 -1.4218
H -3.6870 3.2988 -1.4784
C 1.4377 -2.3175 0.3764
O 1.3765 -1.7858 1.7014
C 0.9506 -0.5255 1.7434
O 0.7704 0.1761 0.7869
O 0.7742 -0.1831 3.0236
C 0.5093 1.2331 3.2163
H 2.2751 -1.9093 -0.1866
H 0.4963 -2.1101 -0.1358
H 1.5537 -3.3966 0.4363
H 0.7465 1.5070 4.2403
H -0.5271 1.4387 2.9789
H 1.1952 1.7766 2.5722
C 2.1702 2.4393 -6.4024
O 1.5736 2.5117 -5.1063
C 1.5266 1.3694 -4.4174
O 2.0215 0.3338 -4.7689
O 0.8449 1.5913 -3.3020
C 0.7361 0.5145 -2.3817
H 1.8115 1.5521 -6.9251
H 3.2544 2.3733 -6.3256
H 1.8524 3.3364 -6.9209
H 0.2557 -0.3795 -2.7855
H 0.1342 0.8519 -1.5483
H 1.7109 0.2055 -2.0010
C -0.8058 -4.2880 1.0440
O -1.4358 -3.2822 1.8050
C -1.6933 -2.1353 1.1816
O -1.4647 -1.8999 0.0250
O -2.2479 -1.3029 2.0568
C -2.5272 0.0221 1.5760
H -0.8037 -5.1866 1.6563
H 0.2182 -4.0422 0.7646
H -1.3825 -4.5229 0.1472
H -1.7686 0.3725 0.8820
H -2.6983 0.6064 2.4717
H -3.4605 0.0169 1.0037
C -1.1517 -4.4850 -6.3407
O -0.9003 -5.3073 -5.2023
C -0.7155 -4.6720 -4.0530
O -0.7458 -3.4870 -3.8843
O -0.4555 -5.5862 -3.1127
C -0.2624 -5.0590 -1.8300
H -2.0032 -3.8289 -6.1469
H -1.4049 -5.1293 -7.1726
H -0.2821 -3.8563 -6.5245
H 0.6979 -4.5467 -1.7132
H -0.3145 -5.8254 -1.0582
H -1.0073 -4.3177 -1.5198
```

charge = 0
largest force on an atom = 2.1 eV Å⁻¹
highest occupied orbital energy = -10.86 eV
SMILES = O=C1OC[C@@H](F)O1.O=C1OC[C@@H](F)O1.O=C1OC[C@@H](F)O1.COC(=O)OC.COC(=O)OC.COC(=O)OC.COC(=O)OC
ΔE to the lowest compared entry with this formula, charge and spin = 0.000 eV
gap between HOMO and LUMO = 0.4047 hartree

=====

No. 6
Density functional theory data (ωB97M-V with the def2-TZVPD basis set) for a 2-piece molecular cluster, C21H33IN3O4 overall in a non-equilibrium geometry.

Structure (XYZ):
```
62
C21H33IN3O4, DFT ωB97M-V with the def2-TZVPD basis set
C 3.9193 -3.0655 1.1882
C 3.7560 -2.8307 -0.3092
C 3.0963 -1.4800 -0.7142
C 2.6541 -0.5809 0.4289
C 1.7342 0.5197 -0.1434
C 0.8076 1.1438 0.9208
C -0.6253 1.3384 0.4140
C -1.6963 0.8098 1.3874
C -2.7822 -0.0561 0.6853
C -4.1670 0.5485 0.8948
C -5.3084 0.0400 -0.0355
C -4.9929 -1.1252 -0.9521
N -4.9147 -2.4659 -0.3258
C -5.5360 -2.7474 0.9602
C -4.3955 -3.1590 1.9003
N -3.3385 -3.4932 0.9444
C -3.7444 -3.1264 -0.3337
N -3.0512 -3.4748 -1.3523
I -3.6456 -3.0848 -3.4262
H 4.2923 -2.2022 1.7200
H 2.9944 -3.4171 1.6315
H 4.6439 -3.8627 1.3264
H 4.7200 -2.9107 -0.7980
H 3.1310 -3.6246 -0.7021
H 3.7988 -0.9404 -1.3353
H 2.2351 -1.6742 -1.3465
H 2.0865 -1.1027 1.1925
H 3.5237 -0.0848 0.8443
H 1.0960 0.0186 -0.8636
H 2.3382 1.2598 -0.6566
H 0.8388 0.4836 1.7828
H 1.2269 2.0827 1.2570
H -0.7713 2.4081 0.3076
H -0.7642 0.8950 -0.5638
H -2.1831 1.6221 1.9162
H -1.2138 0.2046 2.1452
H -2.5035 -0.1201 -0.3559
H -2.7650 -1.0098 1.1958
H -4.0677 1.6149 0.7330
H -4.4568 0.4535 1.9338
H -5.5598 0.8560 -0.6999
H -6.1939 -0.1176 0.5695
H -5.7786 -1.1618 -1.6996
H -4.0992 -0.9186 -1.5091
H -6.0787 -3.6850 0.8042
H -6.3143 -2.0973 1.3200
H -4.6232 -4.0564 2.4473
H -4.1712 -2.3314 2.5700
H -2.4277 -3.1369 1.1939
H -2.1937 -3.9831 -1.1909
C 4.2951 5.0093 -2.5397
C 4.3761 3.6573 -2.1827
C 5.2555 3.3604 -0.9558
O 5.3582 2.2267 -0.4840
C 5.9721 4.4549 -0.3632
C 5.9046 5.8102 -0.7278
C 4.9440 6.1220 -1.8877
O 4.7293 7.2701 -2.2634
O 6.5279 6.7375 -0.2053
O 3.8044 2.7226 -2.7590
H 3.6818 5.2931 -3.3887
H 6.6220 4.1643 0.4557
```

charge = -1
largest force on an atom = 2.3 eV Å⁻¹
highest occupied orbital energy = -2.35 eV
gap between HOMO and LUMO = 0.0447 hartree

=====

Which value of largest force on an atom does entry 6 give? 2.3 eV Å⁻¹